# C4H14N4O5PS

3 unconnected molecules or ions with the total composition C4H14N4O5PS in a non-equilibrium geometry (ωB97M-V with the def2-TZVPD basis set, OMol25).

The calculation puts the relative energy (zero: lowest compared OMol25 entry of this formula, charge and spin) at 0.0 kJ/mol. Its spin multiplicity is 1. The charge is -1. For the largest force on an atom, the calculation gives 3.92 eV Å⁻¹.

The geometry in XYZ format:
```
29
Properties=species:S:1:pos:R:3:forces:R:3
S -1.316 1.276 -0.236 -0.07 2.22 -1.56
P 1.686 -2.862 -1.495 0.19 -0.54 -0.02
O 1.034 5.036 -1.138 0.71 -0.04 0.32
O 2.285 -1.965 -2.690 0.04 -0.23 0.27
O 0.924 2.924 1.819 -0.46 0.05 0.02
O 1.786 -4.315 -1.733 0.00 0.63 0.03
O 2.601 -2.321 -0.267 -0.28 0.00 -0.24
N -0.402 -2.384 0.206 0.28 0.03 -0.37
N -1.985 0.058 2.195 -0.48 0.17 -0.40
N -2.821 -2.034 0.485 0.08 -0.52 -0.29
N -1.183 -0.365 1.053 0.87 -2.90 1.91
C 0.362 4.385 -0.361 -2.82 1.17 -2.47
C 0.007 -2.268 -1.207 -0.29 -0.07 -0.10
C -1.508 -1.559 0.603 -0.36 0.61 0.87
C 1.654 3.541 1.084 2.22 -1.03 1.85
H -0.098 -1.244 -1.592 0.13 -0.06 0.04
H 2.287 3.030 0.340 -0.42 0.00 -0.41
H 2.360 -2.770 0.553 0.12 -0.03 -0.01
H -1.357 -0.095 2.981 0.03 0.08 -0.12
H -3.361 -1.951 -0.359 0.12 0.13 0.04
H -0.021 3.377 -0.622 0.66 -0.42 0.43
H 2.038 4.534 1.380 -0.42 0.29 -0.29
H -1.831 0.649 -1.304 -0.12 -0.04 0.07
H -0.321 4.925 0.327 0.47 -0.08 0.58
H -2.096 1.067 2.113 0.08 -0.05 -0.13
H -0.600 -2.946 -1.820 -0.08 0.19 0.03
H 0.373 -2.072 0.780 -0.13 0.21 -0.06
H -3.299 -2.434 1.271 0.04 0.16 0.00
H 2.801 -1.217 -2.367 -0.10 0.07 0.00
```
Forces are in eV/Å.

Atom charges from the natural (NBO) analysis, given in e for atoms 1 to 5: number 1, S, carries -0.577; number 2, P, carries 2.324; number 3, O, carries -0.543; number 4, O, carries -0.992; number 5, O, carries -0.484


# C4H14N4P

A gas-phase ion, C4H14N4P (charge +1) in a non-equilibrium geometry (ωB97M-V with the def2-TZVPD basis set, OMol25).

The calculation puts the relative energy (zero: lowest compared OMol25 entry of this formula, charge and spin) at 0.0 kJ/mol. Its spin multiplicity is 1. The charge is +1. The SMILES is NC(=[NH2+])CCCP(N)N. For the largest force on an atom, the calculation gives 3.07 eV Å⁻¹.

The geometry in XYZ format:
```
23
Properties=species:S:1:pos:R:3:forces:R:3
P 1.958 0.652 -1.745 -1.49 0.42 0.66
N -0.603 -0.758 3.146 1.00 0.87 0.06
N 1.629 1.056 -3.393 -0.17 -0.52 0.56
N 2.398 -0.950 -1.847 0.41 -0.72 0.13
N -2.570 -0.003 2.204 0.69 0.72 0.65
C -1.229 0.008 2.235 -0.57 -2.29 0.08
C -0.503 0.578 1.078 0.18 0.42 0.64
C 0.120 0.306 -1.339 -0.44 0.80 0.75
C -0.275 -0.486 -0.049 0.52 -0.07 -0.09
H 2.489 1.276 -3.863 0.10 0.34 -0.37
H 0.906 1.755 -3.550 0.37 -0.13 0.04
H -1.228 1.306 0.636 1.23 0.09 0.51
H 2.937 -1.339 -1.079 0.01 0.20 -0.42
H -0.501 1.187 -1.501 0.15 0.85 0.95
H -3.020 -0.100 3.102 -0.44 -0.37 -0.16
H 0.473 0.988 1.534 -1.39 -0.12 -1.37
H -1.290 -1.132 -0.201 2.75 1.30 0.40
H 0.686 -1.060 0.230 -1.97 0.07 -0.32
H -0.999 -1.351 3.855 -1.04 0.15 -0.13
H 0.408 -0.734 3.330 -0.59 0.47 -0.91
H -3.086 0.532 1.502 0.48 -0.23 0.39
H -0.356 -0.171 -2.135 0.09 -1.82 -1.83
H 1.655 -1.560 -2.150 0.13 -0.43 -0.22
```
Forces are in eV/Å.

Atom charges from the natural (NBO) analysis, given in e for atoms 1 to 5: number 1, P, carries 1.125; number 2, N, carries -0.733; number 3, N, carries -1.162; number 4, N, carries -1.163; number 5, N, carries -0.726


# C4H14N5

A gas-phase ion, C4H14N5 (charge +1) in a non-equilibrium geometry (ωB97M-V with the def2-TZVPD basis set, OMol25).

The calculation puts the relative energy (zero: lowest compared OMol25 entry of this formula, charge and spin) at 188.2 kJ/mol. Its spin multiplicity is 1. The charge is +1. The SMILES is CCN(NN)[C@]1([NH3+])CN1. For the largest force on an atom, the calculation gives 6.45 eV Å⁻¹.

The geometry in XYZ format:
```
23
Properties=species:S:1:pos:R:3:forces:R:3
N 0.693 -1.348 -0.648 1.56 2.75 -1.90
N -1.545 1.083 -1.701 0.01 1.26 6.33
N 2.091 -1.061 -0.552 0.18 -0.99 0.92
N -0.054 -0.303 -0.175 -1.34 1.40 2.53
N 0.175 2.266 -0.274 -0.11 -1.68 -0.81
C -0.095 0.894 -0.819 -0.60 0.59 -0.08
C 0.912 1.709 -1.445 2.96 0.25 -0.16
C -0.883 -1.201 1.993 -0.26 -4.02 -1.01
C -0.110 -0.127 1.336 4.07 -2.14 -1.41
H 2.616 -1.639 -1.228 -0.50 0.43 0.68
H -1.682 2.114 -1.435 -0.24 -1.75 -1.41
H 0.272 -2.180 -0.387 -0.18 -2.07 0.94
H -1.234 0.752 -2.532 0.44 -0.47 -3.82
H 0.807 2.216 0.532 -0.42 -0.07 -0.12
H 2.460 -1.178 0.421 -0.29 -0.32 -1.22
H -0.488 0.774 1.649 -1.10 2.39 -0.03
H -2.231 0.421 -1.253 0.75 1.15 -0.69
H -0.288 -2.151 2.269 -0.61 1.51 -0.58
H 0.675 2.140 -2.397 -0.03 0.47 -0.38
H -1.741 -1.636 1.314 1.38 1.24 1.40
H 1.037 -0.075 1.635 -2.23 -0.29 -0.05
H 2.057 1.499 -1.321 -2.57 0.06 -0.17
H -1.234 -0.847 2.920 -0.87 0.31 1.06
```
Forces are in eV/Å.

Atom charges from the natural (NBO) analysis, given in e for atoms 1 to 5: number 1, N, carries -0.313; number 2, N, carries -0.766; number 3, N, carries -0.697; number 4, N, carries -0.318; number 5, N, carries -0.595